Record 1
The following is a quantum chemistry calculation of a cluster of 11 separate species, C23H74O29P6 in total, from the OMol25 dataset.

Total energy in eV: -140173.212
HOMO-LUMO gap in eV: 9.8516
SMILES string: COP(=O)(OC)OC.COP(=O)(OC)OC.COP(=O)(OC)OC.COP(=O)(OC)OC.COP(=O)(OC)OC.COP(=O)(OC)OC.CO.CO.CO.CO.CO
ΔE to the lowest compared entry with this formula, charge and spin in eV: 1.256

Element x y z (Å)
O: -4.8349 -3.5030 1.7104
O: -4.9649 -1.2053 0.4976
H: -0.5797 3.5421 -2.4650
C: 4.3454 1.0431 1.3470
O: 5.2398 -0.5678 -5.3964
O: -1.3139 6.3798 0.8959
H: 1.9028 -1.1809 3.2375
H: -1.0661 2.3347 4.6675
C: 1.1214 -8.9843 2.2036
H: 1.0709 -9.6970 1.3853
H: 1.2847 1.1983 2.2912
H: -1.6843 2.1939 -0.9707
H: 6.1915 0.2693 -1.1074
H: 5.0378 1.6364 1.9424
H: 3.0048 2.1787 -3.2328
H: 0.7580 -4.5789 -0.3053
H: 2.0762 -9.0943 2.7292
O: 5.4388 1.7936 -4.4043
O: 1.1178 1.4387 -2.8561
H: 8.2096 1.7812 -3.6691
O: -0.3311 -0.7540 -2.6720
O: 1.0492 -7.6809 1.6182
C: -2.9161 -0.2257 3.4606
H: 1.2567 0.8241 4.0465
O: 4.6596 -0.3335 1.3303
C: 8.5301 1.2399 -4.5596
C: -1.9360 6.5858 2.1482
H: -6.1467 3.5275 5.7302
P: -4.1402 -2.3562 0.8618
H: -4.0874 5.4201 0.3434
O: 0.5931 -5.2146 1.6023
C: 3.8359 4.0699 -6.4506
C: -1.4618 1.1672 -0.6837
H: -1.7910 -3.0915 -1.3924
H: -2.0349 0.4626 -1.2909
C: -1.7037 3.1174 4.2649
O: -2.4891 1.0447 6.3634
O: 2.4109 -6.0935 3.1681
O: 1.1210 -0.8241 2.8221
H: 2.1253 -1.3111 0.4239
H: 4.9074 -0.8499 -1.6061
O: 1.9275 -0.3794 -1.4185
H: -3.3584 -1.2225 3.4311
H: -1.5028 7.4348 2.6765
O: 7.4935 0.3941 -5.1055
H: -1.7878 3.1514 3.1766
H: -2.4953 -1.5271 -1.1283
H: -5.0941 0.9601 1.9097
H: -3.8367 1.7618 0.8950
O: -0.1116 -6.5615 3.5381
H: -1.0006 -2.9274 1.5226
O: -0.5615 5.1284 -1.1490
C: -5.8990 2.5551 5.3128
C: -3.4721 4.8556 -0.3636
H: -0.1818 0.8054 3.0533
H: 2.6702 -2.1803 -1.0661
O: -4.8693 1.8705 6.0341
O: 3.5953 3.7539 -5.0877
H: -3.1963 -2.5445 -2.3622
H: -2.8262 0.1336 2.4384
H: -3.2725 0.8494 -5.4283
H: -0.5436 -5.8418 5.4451
C: 5.7687 -1.8772 -5.6418
O: -3.8363 0.5883 4.1941
H: -3.4387 -0.7743 -4.7053
H: -1.4462 -5.1048 4.1655
H: 0.9473 -2.0889 -0.6890
H: -4.1078 4.1046 -0.8294
H: 4.2751 3.0879 -4.8776
H: 4.9007 4.1415 -6.6872
H: 2.0562 1.6677 -4.6604
P: 1.1145 -6.3885 2.5567
C: -0.4614 -5.5011 4.4107
H: 3.4739 3.2584 -7.0977
H: -1.6416 -2.7460 3.1519
H: 8.8493 1.9784 -5.2906
C: 2.3311 1.4308 -3.6397
H: 4.3768 -0.7734 2.1340
H: -4.9335 2.6552 1.9071
H: 0.8650 4.5281 -2.5206
H: 3.3088 1.2565 1.6192
H: 5.0511 -2.6200 -5.2920
H: -5.5584 2.7544 4.2928
H: 3.2855 4.9642 -6.7302
H: 5.9818 -1.9880 -6.6996
H: -1.9869 -0.3346 4.0210
H: -6.7641 -4.1552 1.9243
H: 0.6397 3.3854 -1.1937
H: -6.7604 1.8978 5.2316
H: 2.2180 -5.2808 0.2127
H: 1.7804 -3.6839 0.8576
C: -2.7460 -2.5645 -1.3725
H: -2.9915 6.8197 2.0032
H: 0.2761 -4.6982 4.4424
P: -0.9518 4.9034 0.3806
H: -1.2845 4.1015 4.4803
H: -1.0011 -0.4906 -4.4467
H: -2.2764 -4.0049 2.0449
H: 0.3225 -9.1228 2.9351
O: -1.5491 -0.2333 -5.2049
P: 0.5795 0.2175 -2.0292
H: -1.8376 5.7289 2.8160
O: -2.8358 -1.9738 1.7152
H: -3.1625 5.5822 -1.1170
H: 9.3192 0.5299 -4.3191
O: -0.0624 0.9046 -0.7204
H: -5.7707 -5.1469 0.9041
C: -1.9124 -2.9799 2.1221
C: 1.8970 -1.5580 -0.6109
O: -3.5547 -3.1693 -0.3750
C: -4.8743 1.7951 1.2361
P: -3.4614 1.5717 5.3984
O: 6.1744 -0.3090 -3.1083
H: 4.3393 1.4175 0.3217
C: 0.8755 0.5401 3.0629
C: 5.4956 0.0155 -1.9089
C: -2.8316 0.1358 -4.7289
O: -3.0538 2.9741 4.7298
O: 0.0041 4.1230 1.1730
O: -2.4143 4.2142 0.3356
H: -1.7949 0.9985 0.3410
O: -5.7939 1.8391 0.1688
H: -5.5954 1.1257 -0.4420
C: -6.0066 -4.1082 1.1438
C: 1.3937 -4.6631 0.5818
P: 6.0331 0.4669 -4.4770
H: -2.8343 0.6578 -3.7672
H: 4.8322 0.8796 -1.9933
H: 6.6512 -2.0517 -5.0238
H: 2.8774 0.4904 -3.5770
C: 0.1303 4.0917 -1.8461
H: -6.3760 -3.6050 0.2541

---

Record 2
The following is a quantum chemistry calculation of a cluster of 15 separate species, C23H76O15 in total, from the OMol25 dataset.

Total energy in eV: -55792.112
HOMO-LUMO gap in eV: 9.5043
ΔE to the lowest compared entry with this formula, charge and spin in eV: 0.000

Element x y z (Å)
H: -3.2387 -2.3519 -5.0685
H: -4.9669 1.2977 -0.9537
H: 4.1778 -0.1753 3.9637
H: -3.1582 -2.7124 3.3117
H: 1.5056 3.4430 -1.7084
C: -0.4435 3.0704 -2.5960
O: -0.0251 1.0992 0.9771
H: 0.0377 -2.0029 -0.2865
H: -2.0170 -3.6485 2.3878
C: 1.5090 -0.6213 1.6366
C: -1.7766 1.4780 4.1829
H: 2.9875 0.4993 -3.3019
C: 0.7346 3.9426 -2.3071
H: -2.2315 1.0077 5.0522
H: 0.3873 4.8197 -1.7846
H: 1.4585 4.4450 2.8451
H: -3.3641 -4.7282 -2.9038
C: 1.2565 4.5966 1.7896
H: 0.6642 1.2318 -3.0160
H: -1.5013 -1.4252 3.7243
H: -1.8506 -3.7624 -1.4801
O: -1.2226 -2.3547 3.8294
H: -1.6149 -2.6577 -4.4692
O: 5.2473 -0.2746 2.2520
H: -1.8053 1.8504 -1.7087
H: 0.9602 -0.7068 -2.8119
H: -1.1122 -1.3209 0.8510
O: -1.4106 0.3751 3.3988
H: -0.8600 1.2550 -3.8572
H: 2.2876 0.0844 1.8772
H: 7.2505 0.1152 1.9116
H: -3.6627 -1.6030 1.2270
H: 0.5482 -4.3138 -2.2232
H: -3.4737 0.0111 -1.8031
C: 5.2464 -3.1829 -0.2293
O: 4.5215 -3.8054 -1.2752
H: -3.4935 3.3993 -2.7566
H: 1.2470 0.1392 -0.3787
H: -0.1154 -4.4747 0.5275
H: -2.6791 -0.1185 -4.1806
H: 3.0983 1.7881 3.2060
H: 2.0380 -1.5112 -3.9743
C: -0.4915 2.3226 4.6053
H: -5.1290 3.6523 -2.1841
H: -3.6085 1.5751 3.1567
C: 6.5649 -0.6794 2.2483
H: -6.2964 2.0217 -3.0919
H: 0.4506 2.1797 -4.5473
H: -0.7681 2.9989 5.4218
H: 4.9289 -0.0055 1.3859
O: -3.7643 -1.2659 -0.8162
C: -3.5272 -4.6979 -1.8269
H: -5.2801 -1.2689 0.5406
H: -0.9239 0.5860 2.5795
C: -4.1961 3.1412 -1.9783
H: 6.7991 -1.0014 3.2699
C: 0.5754 -4.6935 -0.3074
H: 1.9695 -1.5559 1.2038
C: -2.2316 -3.2449 3.3698
H: 1.1396 4.3148 -3.2175
C: 4.5982 2.0521 -0.3698
C: -0.0136 1.9259 -3.5926
H: -5.0076 1.1226 -3.9923
O: -2.1048 -0.6991 -4.7210
H: 4.0614 0.2218 -1.0724
C: -0.4562 -1.0806 0.0349
H: -0.4030 1.5235 0.1644
H: -2.3120 -4.0475 4.1343
H: 2.0788 -1.9295 -2.1609
H: 5.9697 -2.4017 -0.5158
H: 5.0904 2.4590 -1.2623
H: -4.1365 0.0358 0.7994
H: 1.4795 -4.1366 -0.1233
H: 0.8056 -5.7610 -0.3363
C: -4.5108 1.6532 -1.9233
H: 5.8295 -4.0187 0.1475
C: 3.5731 1.6808 4.1871
O: -0.0817 -4.2827 -1.5207
H: 0.2517 1.6773 4.9457
H: 0.1735 4.6416 1.6452
C: 0.6342 -0.0982 0.4938
H: -2.8756 -2.0017 -3.3592
H: 1.7360 5.5370 1.5811
H: -0.0914 2.8433 3.7634
H: -3.4227 -2.1910 -0.9010
H: -5.9711 0.2617 -2.9823
O: -2.7627 -3.6684 -1.2070
C: 1.9299 -1.1694 -2.9321
C: -2.8856 2.2873 3.5268
H: -3.2615 3.0251 4.2069
H: 3.5963 2.4126 -0.4248
H: 0.9097 -0.8639 2.5232
O: 1.8303 3.5582 1.0050
H: -1.0777 -0.5892 -0.7346
H: 5.0173 2.4641 0.5676
O: -3.2580 0.9302 -2.0760
H: 1.1941 2.8488 0.9851
H: 4.5091 2.2496 4.1186
C: -2.4837 -2.0072 -4.3520
H: 6.7584 -1.5321 1.5786
O: 3.7671 0.3957 4.6347
H: -3.7371 3.6124 -1.1001
H: -1.2136 3.6726 -3.1420
H: 5.1232 -4.1849 -1.8835
O: 2.9647 -0.1845 -2.6448
H: -3.3042 -5.6723 -1.3480
C: -4.2217 -1.0309 0.4977
H: -4.5908 -4.4755 -1.7623
C: -5.5389 1.2532 -3.0516
O: 4.6185 0.6060 -0.3245
H: 2.9262 2.1454 4.9141
H: 4.4959 -2.8793 0.4905
O: -1.0597 2.4548 -1.4314
H: -2.4915 2.7786 2.6132

---

Record 3
The following is a quantum chemistry calculation of a cluster of 14 separate species, C23H77N25O14 in total, from the OMol25 dataset.

Total energy in eV: -91027.195
HOMO-LUMO gap in eV: 8.6395
ΔE to the lowest compared entry with this formula, charge and spin in eV: 2.030

Element x y z (Å)
H: -5.6225 1.2538 -0.9367
H: 2.6953 4.9431 3.0811
H: 1.1114 2.3410 1.2366
H: -2.8681 6.1709 2.5348
H: 0.7765 -0.5718 2.0400
N: 3.6036 0.7796 -3.5565
N: -5.6850 -0.1177 0.4874
H: 4.1581 1.4103 1.5735
H: 6.2981 -5.4664 0.6629
H: 1.7969 -4.6397 0.7593
N: -0.2191 3.6077 -1.7005
H: -8.0247 1.0585 -1.7284
C: -3.2757 1.4283 2.9242
H: 4.0930 -1.1797 -1.0337
N: -1.2929 -4.6409 1.7469
H: 0.4321 6.1822 2.5904
H: -0.9571 7.0697 2.0757
H: 0.6346 -2.0643 -3.3457
C: 2.6099 5.1055 1.0381
C: -7.6719 0.4251 -0.9054
H: 5.4471 -0.3246 -1.9365
H: 1.7598 1.6527 2.7633
H: -9.8939 1.6311 1.1487
C: 4.5329 1.9391 -0.2906
O: -2.8530 -4.1710 0.1173
N: 1.6819 5.1493 0.0840
H: 3.9102 -4.8790 3.0693
H: 5.1149 -6.1032 2.5161
N: -1.6081 -2.5269 0.9332
H: 3.0791 -4.7844 -3.1885
C: 0.8056 -3.1456 -3.3806
O: 0.9922 -3.1723 2.6441
H: 6.8843 -1.0129 -2.5937
C: -3.7760 3.6681 -3.3025
N: 1.3023 -4.0891 4.7443
O: -8.1666 1.0929 0.2682
H: 0.9170 1.1626 -5.2213
H: -1.0205 1.9049 -0.1680
H: 1.1149 4.5855 2.3709
C: 1.0620 1.5120 1.9384
H: -4.9041 5.1186 -2.6399
H: -1.4924 -5.6227 1.7175
O: 5.5735 -3.3258 -2.8094
H: -3.7503 5.5773 -3.8712
H: -3.1940 4.5439 3.2043
H: 4.5195 3.1313 1.4193
H: 1.1203 0.5948 -0.7281
N: 4.5345 2.1955 1.0513
C: -1.0841 3.9160 -0.6868
H: 3.1263 0.0359 0.4581
C: 5.1750 -2.2333 -2.4180
N: 2.0850 4.8476 2.2906
O: -0.6678 4.2037 3.4744
N: -0.5722 6.2747 2.5490
H: -5.4833 2.8844 -2.4253
C: -1.4703 -0.2472 -1.1941
N: 1.4361 -4.9451 -0.1387
H: -1.9563 -1.9294 0.2101
O: -2.6942 3.3238 -3.7560
C: 1.2668 0.1126 1.3426
O: -1.5671 5.0228 -0.4736
H: 5.6379 -4.0621 -0.2670
H: 1.0885 -4.0832 -0.5614
H: -4.6961 0.1637 2.7766
N: 4.6595 3.1060 -0.9588
N: 4.6742 -5.2062 2.4956
H: 4.0354 0.1284 -4.1841
H: 4.0245 -6.7470 -1.4785
H: -1.6447 2.5668 3.3707
C: -6.1382 0.2935 -0.8767
H: -9.8597 1.8603 -0.5541
N: 2.6854 -0.2250 1.3503
O: 3.8065 5.3109 0.7930
H: -0.8237 -2.2837 1.5168
H: 2.5054 -2.0142 5.1614
N: 1.7838 0.7925 -4.8719
H: -1.6919 0.9236 4.0883
H: 3.5609 -6.7373 0.1325
H: 4.5929 3.0689 -1.9648
N: -4.3435 4.8868 -3.4442
H: 2.3663 -7.2927 -1.1172
H: -4.6834 -0.2761 0.4036
O: -0.8168 0.1830 -0.0277
C: 4.7553 -4.3452 1.4434
H: -1.6083 -1.3233 -1.2736
H: 2.7677 -1.2413 1.3846
H: -0.8360 0.1087 -2.0180
O: -3.8279 2.1381 2.0833
N: 5.7259 -4.6544 0.5495
O: 1.6343 1.6469 -2.7579
H: 3.3052 -4.4503 -0.6024
H: -3.4706 -0.3221 4.0102
C: 2.2678 1.0635 -3.6344
N: -2.0823 1.6676 3.5470
H: 0.0695 1.4482 2.3845
H: 2.2770 -1.2540 3.6632
H: 1.9597 5.2848 -0.8695
H: -10.0475 0.1721 0.0716
C: -1.2397 5.1962 2.9861
H: -0.0166 4.3209 -2.3797
N: 2.0227 -2.0082 4.2817
H: -0.6472 -4.1914 2.3877
O: 4.5841 0.8252 -0.8296
H: 4.0352 0.9743 -2.6574
H: 1.1651 -3.3763 -4.3857
H: -6.2379 -1.6861 -1.6968
H: 0.7302 4.9881 0.3725
C: 0.5717 -0.0346 -0.0139
N: 5.8924 -1.0826 -2.4381
H: -5.7213 0.8259 0.8707
N: 4.0547 -1.9529 -1.6675
H: 1.5179 -5.4057 -2.9714
C: -5.6699 -0.7703 -1.8727
C: -9.5760 1.1439 0.2272
H: -8.2285 -0.5164 -0.9090
H: 1.8383 -4.1121 5.5881
C: 1.3320 -3.0895 3.8277
H: 2.2832 0.2500 -5.5511
N: -3.8281 0.2512 3.2743
C: 2.5923 -5.1646 -1.0287
N: -2.5856 5.2948 2.9333
H: -2.1535 2.9109 0.7131
H: 0.8644 -1.0219 -0.3985
H: 3.1820 -2.3754 -1.9415
H: -4.6490 -1.0884 -1.6498
N: -4.4869 2.7888 -2.5113
H: 4.4834 3.9893 -0.4986
H: -4.0451 1.9225 -2.2712
C: -2.0942 -3.8048 1.0191
H: -5.7502 -0.5057 -2.9267
H: 0.7041 -4.8545 4.4772
H: -0.2289 -3.4708 -3.2356
C: 2.2551 -4.7743 -2.4633
H: 0.1781 2.7102 -1.9302
N: -1.3526 2.8340 0.1009
H: -2.3599 0.3722 -1.3177
C: 3.1391 -6.5680 -0.8602
O: 4.1311 -3.2865 1.3794
O: 1.8215 -3.4174 -2.4323

---

Record 4
The following is a quantum chemistry calculation of a structure of composition C24H10BrCl4F4O2OsP, from the OMol25 dataset.

Total energy in eV: -171883.794
HOMO-LUMO gap (alpha / beta) in eV: 5.9544 / 5.0491
2S+1: 5
Net charge: +2
<S²>: 6.040

Element x y z (Å)
Cl: 3.6691 -2.7950 -1.3089
H: -3.6634 -2.8488 -5.1753
C: -2.9697 -1.6186 -3.5762
Cl: 6.1540 1.9839 -0.8109
F: -5.0804 -0.0875 -2.0900
C: -3.1259 3.6583 -2.3735
H: -1.4101 0.6255 -4.0606
C: -3.6296 -0.1790 -0.2482
C: 3.5009 1.6922 -0.6459
C: -6.0381 -0.3273 0.0237
C: -3.5305 -0.2392 1.1307
H: -1.0962 -2.7183 -0.9529
H: -3.4301 -0.7292 -3.9793
C: -2.7380 3.7188 -3.7074
C: -3.1005 -2.8209 -4.2521
C: -4.9128 -0.2017 -0.7811
Br: -1.8001 -0.1237 1.9497
C: -2.3347 1.3948 -2.2668
F: -4.4621 -0.3733 3.2758
C: -2.5274 -3.9800 -3.7482
C: -1.9053 1.4670 -3.5934
C: -2.2607 -1.5899 -2.3757
C: 2.3015 0.9172 -0.6158
O: 1.2358 -1.1632 -0.8888
P: -2.1440 -0.1258 -1.3392
C: -1.6643 -2.7553 -1.8791
F: -7.2323 -0.3680 -0.5158
Cl: 6.2832 -1.0893 -1.2116
H: -1.3492 -4.8490 -2.1748
C: 3.6034 -1.1163 -1.0755
O: 1.1628 1.3979 -0.3282
C: -1.8018 -3.9472 -2.5642
C: -5.8967 -0.4033 1.4043
H: -2.6400 -4.9130 -4.2838
Cl: 3.3754 3.3597 -0.4123
H: -3.5938 4.5118 -1.9023
H: -1.8317 2.6786 -5.3524
H: -2.9069 4.6248 -4.2735
C: -2.9227 2.5009 -1.6461
C: 4.7273 1.0656 -0.8365
H: -3.2346 2.4521 -0.6095
C: -4.6255 -0.3402 1.9632
Os: -0.2925 -0.2976 0.0785
C: 4.7881 -0.3335 -1.0326
F: -6.9456 -0.5191 2.1764
C: -2.1296 2.6274 -4.3140
C: 2.3716 -0.5097 -0.8938